Entry from OMol25: a cluster of 2 separate species, C10H26N4O3P in total (ωB97M-V/def2-TZVPD).

Properties
Calculated total energy ... -1182.7031 hartree
HOMO level ... -3.9 eV
Frontier orbital gap ... 6.9 eV

Geometry as ORCA input:
```
! wB97M-V def2-TZVPD RIJCOSX def2/J DEFGRID3
* xyz -1 1
N 5.54888 0.66167 2.06543
C 4.75440 0.63798 1.07065
N 3.97703 -0.43831 0.63918
N 4.55582 1.79710 0.26807
C 3.81196 2.90680 0.91182
C 2.49609 3.29133 0.22188
C 1.23300 2.72932 0.88698
C 0.95959 1.24794 0.60460
P -0.77186 0.87660 -0.10953
O -0.53325 -0.86781 0.21416
C -1.54672 -1.26569 1.10051
C -1.52643 -0.19523 2.17975
O -1.49871 1.03356 1.52141
H 5.59547 -0.25327 2.51196
H 4.05888 -1.23401 1.26050
H 4.20456 -0.72435 -0.30418
H 5.46529 2.12282 -0.02720
H 3.63284 2.66314 1.96198
H 4.47659 3.77365 0.90181
H 2.42670 4.38504 0.24260
H 2.54516 2.97554 -0.82198
H 1.34721 2.88603 1.96586
H 0.38062 3.33291 0.55928
H 1.67276 0.87085 -0.12976
H 1.09662 0.65960 1.51225
H -2.08962 0.53423 -0.63670
H -0.22670 0.72791 -1.45737
H -1.05159 2.27524 -0.35817
H -1.31594 -2.24354 1.53842
H -2.51363 -1.29713 0.58657
H -0.56244 -0.33406 2.71070
H -2.30747 -0.27541 2.94619
C -5.43946 -3.36150 -2.08374
C -4.34342 -2.86862 -1.16008
O -4.47084 -2.85630 0.05211
N -3.19690 -2.41166 -1.73024
C -2.86267 -2.32825 -3.13094
H -6.27488 -3.67665 -1.46550
H -5.77010 -2.56932 -2.75658
H -5.09943 -4.20576 -2.68538
H -2.51750 -2.06537 -1.06189
H -1.96612 -2.91028 -3.35508
H -2.67476 -1.29339 -3.42340
H -3.67904 -2.71335 -3.73689
*
```

Atom charges from the Mulliken analysis, given in e for atoms 1 to 2: atom 1 (N): -0.7312, atom 2 (C): 0.3672